Record 1
A 3-piece molecular cluster, C5H12O2 overall. Source: the Open Molecules 2025 dataset; level of theory: the ωB97M-V functional and the def2-TZVPD basis.

Values from the calculation:
- Expectation value of S²: 0.7542
- E_HOMO (alpha / beta): -13.45 / -13.45 eV
- 2S+1: 2
- Charge: +1
- DFT total energy: -347.71752 Eh
- HOMO-LUMO gap (alpha / beta): 8.03 / 4.18 eV
- ΔE to the lowest compared entry with this formula, charge and spin: 73.0 kcal per mole
- E_LUMO (alpha / beta): -5.4 / -9.3 eV
- Max |F|: 5.570 eV/A

Atoms and positions in Å:
C 0.4129 0.1089 1.9781
C 1.2980 0.5582 1.0620
C -0.3460 0.8027 3.0552
C -0.7923 2.1312 2.5615
C -2.0266 2.3649 2.2110
H 0.1183 -1.0505 1.9358
H 1.5083 0.1485 0.0306
H 1.8513 1.5406 1.1351
H -1.3497 0.2515 3.2778
H -0.0893 0.7578 4.1469
H 0.1415 2.8110 2.3248
H -2.4077 3.3515 1.9207
H -2.8812 1.8296 2.5240
H 1.7326 -0.1265 -6.6253
H 1.6401 -0.0871 -5.1514
O 2.1692 -0.4960 -5.8066
H -0.5686 -3.4132 -2.0942
H -1.7474 -4.2740 -2.4228
O -0.8223 -4.1958 -2.4694


Record 2
C33H40MnN3S7Si2 as an isolated structure. Source: the Open Molecules 2025 dataset; level of theory: the ωB97M-V functional and the def2-TZVPD basis.

Values from the calculation:
- Expectation value of S²: 8.7615
- E_HOMO (alpha / beta): -4.01 / -4.26 eV
- 2S+1: 6
- Charge: -1
- DFT total energy: -5963.21452 Eh
- HOMO-LUMO gap (alpha / beta): 5.80 / 6.02 eV
- ΔE to the lowest compared entry with this formula, charge and spin: 17.3 kcal per mole
- E_LUMO (alpha / beta): 1.8 / 1.8 eV
- Max |F|: 2.671 eV/A

Atoms and positions in Å:
Mn -0.0250 -0.2895 -1.3169
S 6.4188 -3.0765 0.4862
C 4.9011 -2.4358 0.4009
S 3.6037 -3.3569 -0.1736
C 2.4893 -2.0552 -0.3437
C 2.8260 -0.8347 0.1147
S 1.8191 0.6472 0.1137
S 4.4632 -0.8164 0.7271
S 0.9499 -2.5520 -1.0343
S -1.9340 -0.1937 0.4849
C -1.1872 -0.3230 1.9606
N -0.6453 0.6180 2.7088
C 0.3749 0.3037 3.7232
C 1.0612 -0.9403 3.3469
N 0.0883 -1.9989 3.1746
C 0.2783 -3.3469 3.7411
C 1.6379 -3.7375 4.2020
C 2.7821 -3.3963 3.4089
C 4.0306 -3.7657 3.8329
C 4.2372 -4.5703 4.9483
C 3.1072 -5.0000 5.7101
C 1.8339 -4.5744 5.2790
C -1.0608 -1.7589 2.5000
S -2.2840 -2.8363 2.3428
C -1.0462 2.0173 2.5119
C -2.4796 2.3497 2.7791
C -3.0709 1.7113 3.8877
C -4.3678 1.9810 4.2157
C -5.1049 2.8874 3.3957
C -4.5049 3.5635 2.3586
C -3.1819 3.2646 2.0242
H -0.0413 0.1852 4.7683
H 1.0664 1.1323 3.7043
H 1.7249 -1.3174 4.1068
H 1.6594 -0.8351 2.4107
H -0.1455 -4.1271 3.0481
H -0.5069 -3.4616 4.4588
H 2.6217 -2.9277 2.4413
H 4.9462 -3.4668 3.3192
H 5.2998 -4.9215 5.2092
H 3.2751 -5.6758 6.5726
H 0.9103 -4.8828 5.8422
H -0.7696 2.2981 1.4919
H -0.4684 2.6103 3.2168
H -2.5458 1.0567 4.5828
H -4.8049 1.4745 5.0761
H -6.1438 3.1497 3.6596
H -5.1328 4.1590 1.7263
H -2.7947 3.5338 1.0468
C -1.1859 3.1920 -1.1507
Si -1.5600 2.2959 -2.8206
C -1.5033 3.4640 -4.2857
C -3.2744 1.5130 -2.7695
C -0.2920 1.0112 -3.0985
C -0.8371 -0.1204 -3.8181
C -0.9313 -0.2753 -5.2737
C -1.4580 -1.4439 -5.8133
C -1.8416 -2.5020 -4.9939
C -1.8457 -2.2571 -3.5938
N -1.3507 -1.1168 -3.0545
Si 1.5005 1.4822 -3.7051
C 1.2970 2.1220 -5.5499
C 2.1271 3.1259 -2.8687
C 2.6725 0.0534 -3.5040
H -1.2879 2.4198 -0.3411
H -1.7252 4.1221 -0.9742
H -0.1740 3.4266 -1.2520
H -2.4155 4.0297 -4.3905
H -1.2814 2.8209 -5.1836
H -0.6873 4.2115 -4.1084
H -3.9591 2.2883 -2.5206
H -3.4052 0.6737 -2.0309
H -3.5249 1.0603 -3.7742
H -0.7772 0.5828 -6.0032
H -1.5471 -1.6046 -6.8735
H -2.0907 -3.4229 -5.4436
H -2.2071 -2.9990 -2.8843
H 0.5880 2.9650 -5.5078
H 0.9596 1.3290 -6.2688
H 2.2416 2.4220 -5.9648
H 2.2428 3.0176 -1.7523
H 1.5924 4.0203 -3.2460
H 3.1506 3.2965 -3.1266
H 2.0532 -0.8205 -3.2798
H 3.2612 0.2210 -2.5628
H 3.3157 -0.0723 -4.4039


Record 3
A 2-piece molecular cluster, C3H9NS2 overall. Source: the Open Molecules 2025 dataset; level of theory: the ωB97M-V functional and the def2-TZVPD basis.

Values from the calculation:
- E_HOMO: -7.82 eV
- DFT total energy: -970.72584 Eh
- HOMO-LUMO gap: 8.31 eV
- ΔE to the lowest compared entry with this formula, charge and spin: 66.4 kcal per mole
- Structure (SMILES): C=NC.CSS
- E_LUMO: 0.5 eV
- Max |F|: 3.817 eV/A

Atoms and positions in Å:
C -0.1953 -2.0519 -0.6379
N -0.8328 -0.9158 -0.5865
C -2.1619 -0.9527 0.0822
H 0.6607 -2.2111 -1.2590
H -0.7791 -2.9521 -0.5788
H -2.3865 0.0266 0.4755
H -2.3964 -1.6611 0.8227
H -3.0512 -1.1999 -0.5852
C 2.0107 0.6694 0.2988
S 0.8158 1.7609 0.9970
S 1.1826 3.5995 0.0509
H 1.8506 -0.4084 0.7256
H 2.9971 1.0283 0.5724
H 2.0904 0.6810 -0.8854
H 0.1954 4.5872 0.5078


Record 4
A 2-piece molecular cluster, C4H6NO3 overall. Source: the Open Molecules 2025 dataset; level of theory: the ωB97M-V functional and the def2-TZVPD basis.

Values from the calculation:
- E_HOMO: -2.52 eV
- Charge: -1
- DFT total energy: -436.43053 Eh
- HOMO-LUMO gap: 6.53 eV
- ΔE to the lowest compared entry with this formula, charge and spin: 105.8 kcal per mole
- E_LUMO: 4.0 eV
- Max |F|: 3.578 eV/A

Atoms and positions in Å:
C -1.5471 1.4469 -0.4752
C -1.2323 0.2477 0.1075
C -0.2020 -2.3723 0.7142
C 1.8723 0.5739 -0.4411
N -0.1894 -0.1862 0.8675
O -1.1755 -2.5283 1.3113
O 0.7311 -2.7307 0.1293
O 1.0185 0.5811 0.8135
H -2.5976 1.4976 -0.7267
H -0.9639 2.3033 -0.4735
H -1.9397 -0.6468 0.0436
H 2.6029 1.3498 -0.1764
H 1.2752 0.9071 -1.2598
H 2.3476 -0.4431 -0.4341


Record 5
C39H46AuFN7O4 as an isolated structure. Source: the Open Molecules 2025 dataset; level of theory: the ωB97M-V functional and the def2-TZVPD basis.

Values from the calculation:
- E_HOMO (alpha / beta): -9.74 / -9.74 eV
- Charge: +1
- DFT total energy: -2433.43410 Eh
- HOMO-LUMO gap (alpha / beta): 6.15 / 6.15 eV
- E_LUMO (alpha / beta): -3.6 / -3.6 eV
- Max |F|: 0.509 eV/A

Atoms and positions in Å:
Au 1.2897 0.1499 -0.1772
C -0.9115 1.1178 3.3551
C 0.3927 1.8989 3.4719
C 0.4916 3.0556 2.4725
C 1.6735 1.0804 3.4530
C 2.6429 1.4963 4.3603
C 3.8384 0.8231 4.5164
C 4.0734 -0.3154 3.7723
C 3.1552 -0.7686 2.8332
C 3.4972 -2.0597 2.1143
C 4.8456 -1.9489 1.3961
C 3.5184 -3.2432 3.0864
C 1.9522 -0.0412 2.6354
N 0.9829 -0.5113 1.6838
C 0.2989 -1.6947 1.9200
C 0.1464 -2.1686 3.2350
C -0.5663 -3.3170 3.5261
C -1.1648 -4.0592 2.5189
C -1.0203 -3.6274 1.2120
C -0.3013 -2.4859 0.9390
F -0.1522 -2.1597 -0.3900
H -1.7375 1.7599 3.6660
H -0.9092 0.2407 4.0039
H -1.1115 0.7776 2.3456
H 0.3736 2.3532 4.4661
H 0.7573 2.6930 1.4825
H 1.2701 3.7595 2.7708
H -0.4563 3.5964 2.4068
H 2.4311 2.3590 4.9813
H 4.5684 1.1674 5.2376
H 4.9920 -0.8694 3.9212
H 2.7326 -2.2633 1.3702
H 5.6667 -1.8625 2.1111
H 4.8792 -1.0798 0.7415
H 5.0210 -2.8385 0.7888
H 4.2528 -3.0946 3.8802
H 3.7855 -4.1578 2.5534
H 2.5434 -3.3943 3.5502
H 0.5998 -1.6015 4.0367
H -0.6561 -3.6295 4.5583
H -1.7273 -4.9547 2.7416
H -1.4648 -4.1723 0.3881
N 1.9073 0.8110 -2.0689
C 2.0325 -0.4237 -2.8732
C 2.7236 -0.1993 -4.2308
C 1.8718 -0.5493 -5.4594
C 1.9154 -2.0289 -5.8362
N 1.6396 -2.9063 -4.7045
C 0.4409 -3.2181 -4.2407
N -0.6742 -2.9447 -4.9278
N 0.3488 -3.8222 -3.0546
C 2.6869 -1.4932 -1.9662
O 3.1268 -2.5232 -2.4653
O 2.7190 -1.2474 -0.7037
H 1.2888 1.5221 -2.4502
H 2.8112 1.2586 -1.9280
H 1.0064 -0.7736 -3.0294
H 3.6664 -0.7504 -4.2587
H 2.9848 0.8590 -4.2924
H 2.2343 0.0114 -6.3224
H 0.8390 -0.2251 -5.2931
H 2.9147 -2.2900 -6.1832
H 1.2420 -2.2504 -6.6654
H 2.3860 -2.9452 -4.0012
H -0.6243 -2.5616 -5.8543
H -1.5612 -3.3071 -4.6245
H 1.1750 -3.8839 -2.4753
H -0.5383 -3.8939 -2.5866
O 0.8371 3.1277 -1.1080
C -0.2234 2.6117 -0.7945
N -1.4557 3.1551 -0.8810
C -2.5162 2.2583 -0.4577
C -1.6854 0.9817 -0.1555
O -2.1182 -0.0958 0.1690
N -0.3625 1.3018 -0.3361
C -3.5376 2.0154 -1.5737
C -3.6969 2.9533 -2.5880
C -4.6671 2.7813 -3.5657
C -5.4894 1.6662 -3.5421
C -5.3358 0.7275 -2.5318
C -4.3706 0.8997 -1.5508
C -3.2349 2.7541 0.8051
C -3.2666 4.1134 1.0965
C -3.9575 4.5819 2.2042
C -4.6295 3.6950 3.0313
C -4.6082 2.3396 2.7398
C -3.9183 1.8693 1.6322
H -1.5627 4.1307 -1.0903
H -3.0681 3.8327 -2.6329
H -4.7812 3.5261 -4.3426
H -6.2514 1.5349 -4.2992
H -5.9811 -0.1411 -2.4969
H -4.2649 0.1662 -0.7645
H -2.7501 4.8304 0.4711
H -3.9685 5.6425 2.4186
H -5.1667 4.0589 3.8971
H -5.1271 1.6383 3.3804
H -3.8981 0.8087 1.4258


Record 6
A 6-piece molecular cluster, C50H111N5O overall. Source: the Open Molecules 2025 dataset; level of theory: the ωB97M-V functional and the def2-TZVPD basis.

Values from the calculation:
- E_HOMO: -15.75 eV
- Charge: +4
- DFT total energy: -2319.26648 Eh
- HOMO-LUMO gap: 8.11 eV
- E_LUMO: -7.6 eV
- Max |F|: 4.421 eV/A

Atoms and positions in Å:
C 0.2242 -0.0122 2.3619
O -0.5788 -1.0297 1.8640
H 0.8630 0.4495 1.5878
H -0.4667 0.8030 2.6724
H 0.8607 -0.2975 3.2219
C -2.4772 -4.0471 -0.8322
C -3.8776 -3.9070 -0.1820
C -3.7455 -3.4867 1.2810
C -3.3268 -2.0154 1.3407
N -3.1477 -1.4463 2.7288
C -4.4735 -1.2678 3.4731
C -4.1383 -0.2210 4.5419
C -3.0553 0.6720 3.8528
C -2.6091 -0.0539 2.5918
C -2.1895 -2.3054 3.5268
H -1.9233 -4.5587 -0.0453
H -2.0009 -3.1362 -1.1887
H -2.6250 -4.6319 -1.7402
H -4.3471 -4.8897 -0.1939
H -4.5383 -3.2385 -0.7362
H -3.0216 -4.1353 1.7828
H -4.6942 -3.7367 1.7633
H -4.1070 -1.4417 0.8392
H -2.3872 -1.8974 0.7948
H -4.8268 -2.2334 3.8164
H -5.0529 -0.8335 2.6578
H -3.6285 -0.7756 5.3271
H -5.0149 0.3482 4.8288
H -2.2565 0.8095 4.5821
H -3.4566 1.6641 3.6478
H -1.5209 -0.0745 2.5487
H -2.9756 0.4088 1.6786
H -1.8029 -1.6795 4.3306
H -1.4233 -2.7316 2.8896
H -2.7830 -3.0461 4.0611
C 0.8865 0.4140 -3.7412
C 0.3213 0.9611 -5.0367
C 1.2085 2.0571 -5.6065
C 0.7848 2.5657 -7.0018
N 1.8911 3.2763 -7.7606
C 1.4247 3.6721 -9.1241
C 2.6688 3.8645 -10.0004
C 3.5836 2.7437 -9.5198
C 3.1304 2.4055 -8.0714
C 2.4108 4.4673 -6.9847
H 1.1562 1.1495 -2.9762
H 1.7863 -0.1944 -3.8687
H 0.1780 -0.2336 -3.2163
H -0.6757 1.3224 -4.7605
H 0.1116 0.1285 -5.7102
H 2.2162 1.6538 -5.7298
H 1.2128 2.9225 -4.9442
H -0.0701 3.2375 -6.9393
H 0.4646 1.7438 -7.6422
H 0.7245 4.5093 -9.0849
H 0.7738 2.9068 -9.5528
H 3.0844 4.8647 -9.8976
H 2.4040 3.7054 -11.0432
H 4.6347 3.0018 -9.6071
H 3.3585 1.8382 -10.0790
H 3.8443 2.5875 -7.2724
H 2.8366 1.3600 -7.9945
H 3.1584 4.9599 -7.5974
H 2.8071 4.1555 -6.0233
H 1.5362 5.0915 -6.8055
C 0.5467 -2.7101 6.4566
C 1.4529 -2.1702 5.3311
C 1.5352 -0.6400 5.3525
C 2.4843 -0.0373 4.3204
N 2.4598 1.4888 4.2662
C 3.5489 1.9528 3.2877
C 3.1560 3.3743 2.8516
C 1.6233 3.3463 3.0017
C 1.1801 2.0601 3.6351
C 2.6699 2.1030 5.6258
H 0.6827 -2.0328 7.3034
H 0.9448 -3.6458 6.8473
H -0.5074 -2.8172 6.2165
H 1.1176 -2.5216 4.3504
H 2.4622 -2.5779 5.4228
H 1.8664 -0.3917 6.3630
H 0.5516 -0.1750 5.2213
H 2.1804 -0.2886 3.3046
H 3.4919 -0.3596 4.5779
H 4.4983 1.9259 3.8187
H 3.5425 1.2004 2.5011
H 3.5200 4.0505 3.6221
H 3.5406 3.5663 1.8571
H 1.2346 4.2029 3.5526
H 1.2453 3.5048 1.9902
H 0.4664 2.1732 4.4488
H 0.8422 1.2832 2.9467
H 2.5082 3.1799 5.6026
H 3.7056 1.9206 5.8987
H 1.9069 1.6811 6.2725
C 6.2069 -6.3011 1.7764
C 5.0297 -6.4609 2.6986
C 4.0239 -5.2939 2.6421
C 3.1742 -5.3993 1.4037
N 1.9848 -4.4133 1.3405
C 2.5741 -2.9769 1.2806
C 2.0372 -2.2748 0.0159
C 0.8556 -3.1400 -0.3715
C 1.3143 -4.5266 -0.0320
C 1.1008 -4.5959 2.5315
C 0.5923 -6.0275 2.7479
C -0.5595 -6.1070 3.7474
H 5.8881 -6.1447 0.7405
H 6.8959 -7.1410 1.7384
H 6.7513 -5.3825 2.0185
H 5.3030 -6.6374 3.7385
H 4.5486 -7.3888 2.3676
H 4.5651 -4.3463 2.6742
H 3.3825 -5.3243 3.5259
H 2.7237 -6.3657 1.1782
H 3.7989 -5.1875 0.5338
H 2.3173 -2.3871 2.1607
H 3.6606 -2.9838 1.3487
H 1.7275 -1.2530 0.2258
H 2.6706 -2.2175 -0.8722
H 0.0479 -2.8421 0.3079
H 0.4247 -3.0582 -1.3670
H 0.4890 -5.2197 0.1300
H 2.0301 -4.9639 -0.7240
H 0.2222 -4.0012 2.2574
H 1.5500 -4.1352 3.4074
H 1.3616 -6.7144 3.1050
H 0.3072 -6.4104 1.7648
H -1.5119 -5.7160 3.3922
H -0.2319 -5.6607 4.6879
H -0.7228 -7.1503 4.0203
C -6.3949 3.6063 -2.7049
C -5.7320 2.4974 -1.8903
C -4.2087 2.5192 -1.8938
C -3.6598 3.7580 -1.1789
N -2.0988 3.8243 -1.1090
C -1.5725 2.6980 -0.2132
C -1.6778 3.3214 1.1928
C -1.1406 4.7290 0.8790
C -1.7414 5.1376 -0.4544
C -1.5851 3.6307 -2.5418
C -2.1425 4.6119 -3.5508
C -1.5511 4.3866 -4.9579
H -6.3263 4.6119 -2.2937
H -7.4449 3.3039 -2.7041
H -6.1218 3.6289 -3.7619
H -6.1233 1.5349 -2.2149
H -6.0530 2.6442 -0.8531
H -3.8542 2.3331 -2.9063
H -3.9470 1.6823 -1.2362
H -3.9706 3.7993 -0.1379
H -3.9447 4.6640 -1.7082
H -0.5564 2.4475 -0.5085
H -2.2218 1.8347 -0.3319
H -1.0820 2.8631 1.9795
H -2.6995 3.3839 1.5667
H -0.0549 4.7840 0.9420
H -1.4243 5.3316 1.7461
H -0.9153 5.5279 -1.0508
H -2.5427 5.8680 -0.4418
H -1.7483 2.5826 -2.7898
H -0.5065 3.7172 -2.3837
H -1.8250 5.6155 -3.2591
H -3.2254 4.5539 -3.6371
H -2.0668 3.5455 -5.4314
H -0.4757 4.2146 -4.9035
H -1.6839 5.1469 -5.7287


Record 7
A 2-piece molecular cluster, C10H16O overall. Source: the Open Molecules 2025 dataset; level of theory: the ωB97M-V functional and the def2-TZVPD basis.

Values from the calculation:
- Expectation value of S²: 0.7663
- E_HOMO (alpha / beta): -13.88 / -14.02 eV
- 2S+1: 2
- Charge: +1
- DFT total energy: -465.56507 Eh
- HOMO-LUMO gap (alpha / beta): 10.05 / 6.53 eV
- ΔE to the lowest compared entry with this formula, charge and spin: 11.7 kcal per mole
- E_LUMO (alpha / beta): -3.8 / -7.5 eV
- Max |F|: 1.503 eV/A

Atoms and positions in Å:
C 0.1289 -1.6505 1.4849
C -1.1287 -2.4555 1.2873
C 0.7346 -1.7000 2.8915
H 0.8821 -2.1185 0.8502
H 0.0781 -0.6035 1.1755
H -1.6486 -2.3170 0.3434
H 1.6234 -1.1056 3.0857
H -1.8479 -2.3720 2.1025
H -0.9055 -3.5288 1.2512
H -0.0298 -1.4954 3.6456
H 1.0117 -2.7488 3.0490
C -2.0144 0.1318 -1.2033
C 1.1102 1.6565 -2.6280
C -0.0763 1.0040 -2.5484
C 1.6770 2.2327 -1.4414
C -0.7286 0.8524 -1.2918
C 0.9421 2.2618 -0.2446
C -0.2003 1.5209 -0.1394
O 2.8994 2.6639 -1.5879
H 1.6521 1.7088 -3.5602
H -0.5634 0.5924 -3.4256
H 3.0400 3.4078 -0.9699
H 1.3231 2.6955 0.6748
H -2.4989 0.2280 -0.2308
H -2.0008 -0.9259 -1.4680
H -0.7559 1.4117 0.7830
H -2.7035 0.6528 -1.8853


Record 8
C14H15ClN as an isolated structure. Source: the Open Molecules 2025 dataset; level of theory: the ωB97M-V functional and the def2-TZVPD basis.

Values from the calculation:
- E_HOMO: -12.72 eV
- Charge: +1
- DFT total energy: -1057.15275 Eh
- HOMO-LUMO gap: 9.05 eV
- E_LUMO: -3.7 eV
- Max |F|: 4.191 eV/A

Atoms and positions in Å:
C -1.3943 -1.1946 1.3157
C -0.6914 0.1421 0.8825
C -1.4702 1.3555 1.2208
C 0.7383 0.1198 1.1590
C 1.5026 1.3056 1.2327
C 2.9024 1.3019 1.5014
C 3.5836 0.0931 1.7158
C 2.8586 -1.1089 1.6736
C 1.4571 -1.1075 1.4277
H -0.9210 -2.1000 0.8398
H -1.1639 -1.2651 2.4601
H -2.5014 -1.3364 1.1060
H -0.9217 2.2740 1.0543
H -2.4591 1.4765 0.7806
H -1.6217 1.2825 2.3156
H 1.0457 2.2788 1.2433
H 3.4563 2.2161 1.5386
H 4.6552 0.0603 1.9038
H 3.3612 -2.0688 1.8320
H 0.9355 -2.0520 1.6088
Cl -1.6002 -0.2041 -5.4435
C -1.3514 -0.1747 -3.7255
C -1.9155 -1.2040 -2.9345
C -1.7065 -1.0943 -1.5536
N -1.0327 -0.0980 -0.9732
C -0.4661 0.8420 -1.7390
C -0.6055 0.8725 -3.1425
H -2.4948 -2.0359 -3.3681
H -2.1295 -1.8702 -0.9236
H 0.1121 1.6185 -1.2574
H -0.1616 1.6754 -3.7512


Q: What is the formula in the fourth record?
A: C4H6NO3